{"formula": "C40H63BGeN5P3SbSe4Zr", "method": "wB97M-V/def2-TZVPD", "e_tot_ha": -14854.62414, "spin_multiplicity": 2, "lumo_ev": [-1.1, -1.8], "relative_energy_ev": 3.686, "fmax_ev_per_a": 4.66, "symbols": ["Zr", "C", "C", "C", "P", "C", "N", "Ge", "N", "C", "P", "C", "C", "C", "C", "C", "C", "C", "C", "C", "C", "C", "C", "N", "C", "C", "C", "C", "C", "C", "C", "C", "C", "C", "C", "C", "N", "C", "P", "C", "C", "C", "C", "C", "C", "C", "C", "C", "H", "H", "H", "H", "H", "H", "H", "H", "H", "H", "H", "H", "H", "H", "H", "H", "H", "H", "H", "H", "H", "H", "H", "H", "H", "H", "H", "H", "H", "H", "H", "H", "H", "H", "H", "H", "H", "H", "H", "H", "H", "H", "H", "H", "H", "H", "H", "H", "H", "H", "H", "H", "H", "H", "H", "H", "H", "H", "H", "H", "Se", "Sb", "Se", "Se", "Se", "B", "C", "N", "H", "H", "H"], "positions_angstrom": [[-0.518, -0.126, 0.019], [-4.147, 3.854, -0.854], [-4.197, 2.483, -0.184], [-4.839, 1.481, -1.144], [-2.534, 1.900, 0.524], [-3.274, 0.648, 1.689], [-3.672, -0.503, 0.914], [-2.288, -1.989, -0.057], [-1.779, -3.826, 0.130], [-0.415, -4.231, -0.046], [0.708, -2.801, 0.293], [0.645, -2.763, 2.181], [1.961, -2.264, 2.786], [0.187, -4.050, 2.864], [2.376, -3.606, -0.108], [2.430, -3.887, -1.615], [2.752, -4.887, 0.632], [-2.771, -4.697, -0.204], [-2.660, -6.085, -0.146], [-3.690, -6.880, -0.605], [-4.799, -6.308, -1.202], [-4.922, -4.929, -1.244], [-3.956, -4.126, -0.667], [-4.090, -2.698, -0.522], [-5.048, -2.356, 0.505], [-6.156, -3.125, 0.795], [-7.116, -2.688, 1.692], [-6.964, -1.455, 2.298], [-5.835, -0.703, 2.066], [-4.840, -1.139, 1.184], [-4.473, -2.155, -1.810], [-5.791, -2.063, -2.209], [-6.109, -1.767, -3.525], [-5.091, -1.617, -4.445], [-3.769, -1.652, -4.045], [-3.429, -1.870, -2.708], [-2.172, -1.781, -2.165], [-0.979, -1.760, -2.976], [0.056, -0.244, -2.613], [1.782, -0.582, -3.290], [2.554, 0.736, -3.418], [1.852, -1.413, -4.565], [-0.565, 1.160, -3.703], [-0.591, 0.929, -5.209], [-1.948, 1.567, -3.206], [-2.189, 3.378, 1.661], [-1.467, 4.509, 0.917], [-1.394, 3.085, 2.933], [-5.126, 4.076, -1.278], [-3.423, 3.878, -1.669], [-3.912, 4.644, -0.146], [-4.845, 2.557, 0.701], [-4.321, 1.447, -2.101], [-5.866, 1.786, -1.348], [-4.882, 0.476, -0.730], [-4.114, 1.136, 2.202], [-2.546, 0.383, 2.476], [-0.250, -4.551, -1.092], [-0.138, -5.074, 0.598], [-0.134, -2.014, 2.426], [2.777, -2.955, 2.597], [1.847, -2.149, 3.862], [2.259, -1.283, 2.401], [0.846, -4.889, 2.656], [-0.832, -4.322, 2.586], [0.193, -3.879, 3.938], [3.124, -2.825, 0.122], [1.953, -4.840, -1.840], [3.466, -3.941, -1.948], [1.927, -3.111, -2.197], [2.005, -5.663, 0.469], [2.890, -4.743, 1.701], [3.695, -5.247, 0.222], [-1.773, -6.537, 0.276], [-3.605, -7.952, -0.525], [-5.577, -6.925, -1.628], [-5.768, -4.485, -1.748], [-6.286, -4.089, 0.328], [-7.974, -3.311, 1.899], [-7.717, -1.083, 2.975], [-5.748, 0.245, 2.575], [-6.586, -2.238, -1.498], [-7.142, -1.696, -3.829], [-5.320, -1.464, -5.488], [-3.005, -1.532, -4.801], [-1.194, -1.811, -4.049], [-0.337, -2.629, -2.729], [2.269, -1.156, -2.484], [2.423, 1.178, -4.400], [3.622, 0.578, -3.261], [2.220, 1.475, -2.683], [1.396, -0.892, -5.399], [1.372, -2.386, -4.468], [2.898, -1.584, -4.809], [0.124, 1.999, -3.495], [-1.107, 0.008, -5.476], [0.411, 0.917, -5.627], [-1.125, 1.755, -5.676], [-2.678, 0.776, -3.387], [-2.287, 2.467, -3.718], [-1.935, 1.802, -2.131], [-3.196, 3.712, 1.954], [-0.381, 4.384, 0.993], [-1.719, 5.466, 1.362], [-1.713, 4.546, -0.143], [-0.352, 2.830, 2.710], [-1.841, 2.301, 3.543], [-1.375, 3.996, 3.529], [3.131, 3.393, 2.374], [2.846, 2.460, 0.199], [1.927, 0.020, 0.092], [0.424, 2.064, -0.443], [4.348, 3.070, -1.534], [-0.128, 0.040, 4.653], [-0.085, 0.250, 3.164], [-0.211, 0.410, 2.003], [-1.159, -0.576, 4.792], [-0.160, 1.128, 5.130], [0.833, -0.574, 4.988]]}

***

{"formula": "C3H10NO", "method": "wB97M-V/def2-TZVPD", "e_tot_ha": -250.03442, "charge": 1, "lumo_ev": -3.5, "relative_energy_ev": 0.528, "fmax_ev_per_a": 2.39, "symbols": ["C", "N", "H", "H", "H", "H", "H", "H", "O", "C", "C", "H", "H", "H", "H"], "positions_angstrom": [[-2.048, -0.571, -1.232], [-1.791, -0.124, 0.141], [-2.730, -1.409, -1.287], [-2.523, 0.195, -1.840], [-1.142, -0.857, -1.764], [-0.910, -0.336, 0.629], [-2.503, -0.483, 0.789], [-1.963, 0.876, 0.278], [0.822, -0.158, 1.671], [1.902, 0.321, 1.402], [2.448, 0.439, 0.026], [2.572, 0.646, 2.207], [2.848, 1.440, -0.158], [1.697, 0.217, -0.723], [3.321, -0.196, -0.139]]}

***

{"formula": "C98H181N12O26", "method": "wB97M-V/def2-TZVPD", "e_tot_ha": -6454.90622, "charge": 3, "lumo_ev": -5.8, "fmax_ev_per_a": 3.61, "symbols": ["C", "N", "C", "C", "C", "C", "C", "C", "C", "C", "N", "C", "C", "C", "H", "H", "H", "H", "H", "H", "H", "H", "H", "H", "H", "H", "H", "H", "C", "N", "C", "C", "C", "C", "C", "C", "C", "C", "N", "C", "C", "C", "H", "H", "H", "H", "H", "H", "H", "H", "H", "H", "H", "H", "H", "H", "C", "N", "C", "C", "C", "C", "C", "C", "C", "C", "N", "C", "C", "C", "H", "H", "H", "H", "H", "H", "H", "H", "H", "H", "H", "H", "H", "H", "C", "C", "N", "C", "C", "C", "C", "C", "O", "C", "H", "H", "H", "H", "H", "H", "H", "H", "H", "H", "H", "H", "H", "H", "H", "H", "H", "H", "H", "H", "C", "C", "N", "C", "C", "C", "C", "C", "O", "C", "H", "H", "H", "H", "H", "H", "H", "H", "H", "H", "H", "H", "H", "H", "H", "H", "H", "H", "H", "H", "C", "C", "N", "C", "C", "C", "C", "C", "O", "C", "H", "H", "H", "H", "H", "H", "H", "H", "H", "H", "H", "H", "H", "H", "H", "H", "H", "H", "H", "H", "C", "C", "N", "C", "C", "C", "C", "C", "O", "C", "H", "H", "H", "H", "H", "H", "H", "H", "H", "H", "H", "H", "H", "H", "H", "H", "H", "H", "H", "H", "C", "O", "C", "C", "N", "H", "H", "C", "C", "O", "C", "H", "H", "H", "H", "H", "H", "H", "H", "H", "H", "H", "H", "H", "H", "C", "O", "C", "C", "N", "H", "H", "C", "C", "O", "C", "H", "H", "H", "H", "H", "H", "H", "H", "H", "H", "H", "H", "H", "H", "C", "C", "O", "O", "H", "H", "H", "C", "C", "O", "O", "H", "H", "H", "C", "C", "O", "O", "H", "H", "H", "C", "C", "O", "O", "H", "H", "H", "C", "C", "O", "O", "H", "H", "H", "C", "C", "O", "O", "H", "H", "H", "C", "C", "O", "O", "H", "H", "H", "C", "C", "O", "O", "H", "H", "H", "C", "C", "O", "O", "H", "H", "H"], "positions_angstrom": [[-5.147, -0.234, -1.837], [-5.151, 0.624, -3.091], [-3.957, 0.825, -3.675], [-3.789, 1.784, -4.644], [-4.897, 2.519, -5.050], [-6.111, 2.201, -4.492], [-6.263, 1.268, -3.488], [-4.783, 3.565, -6.074], [-3.544, 4.104, -6.500], [-3.596, 5.060, -7.493], [-4.743, 5.484, -8.028], [-5.932, 4.885, -7.726], [-5.950, 3.894, -6.773], [-4.675, 6.476, -9.170], [-4.376, -0.969, -2.034], [-6.175, -0.602, -1.715], [-5.032, 0.443, -0.960], [-3.088, 0.212, -3.425], [-2.742, 1.902, -5.078], [-7.059, 2.592, -4.839], [-7.142, 0.993, -2.932], [-2.516, 3.779, -6.255], [-2.675, 5.447, -7.902], [-6.836, 5.183, -8.282], [-6.922, 3.433, -6.471], [-4.975, 7.468, -8.872], [-5.247, 6.108, -10.007], [-3.688, 6.561, -9.615], [-9.159, -5.278, -4.887], [-8.406, -5.076, -3.598], [-7.403, -4.171, -3.644], [-6.669, -3.900, -2.473], [-6.958, -4.612, -1.339], [-8.056, -5.522, -1.346], [-8.773, -5.779, -2.453], [-6.167, -4.445, -0.100], [-5.778, -3.194, 0.379], [-5.009, -3.150, 1.531], [-4.894, -4.254, 2.234], [-5.300, -5.528, 1.834], [-5.897, -5.653, 0.635], [-4.181, -4.108, 3.508], [-8.525, -4.971, -5.709], [-10.078, -4.659, -4.803], [-9.451, -6.302, -4.887], [-7.306, -3.569, -4.613], [-5.913, -3.167, -2.527], [-8.290, -6.123, -0.483], [-9.583, -6.500, -2.586], [-5.983, -2.287, -0.240], [-4.570, -2.223, 1.980], [-5.049, -6.318, 2.517], [-6.221, -6.543, 0.109], [-3.298, -3.553, 3.271], [-3.892, -5.067, 3.937], [-4.777, -3.419, 4.171], [-2.688, 4.190, 10.475], [-2.306, 3.146, 9.456], [-2.928, 1.970, 9.478], [-2.415, 0.920, 8.793], [-1.274, 1.067, 8.021], [-0.611, 2.262, 8.046], [-1.175, 3.307, 8.727], [-0.937, -0.087, 7.202], [-0.675, -1.360, 7.750], [-0.342, -2.401, 6.899], [-0.437, -2.262, 5.574], [-0.794, -1.090, 5.073], [-0.915, 0.055, 5.821], [-0.266, -3.407, 4.587], [-2.210, 3.999, 11.411], [-3.778, 4.238, 10.656], [-2.346, 5.122, 10.035], [-3.892, 1.910, 10.069], [-2.923, -0.012, 8.906], [0.323, 2.440, 7.451], [-0.616, 4.215, 8.807], [-0.711, -1.375, 8.795], [-0.112, -3.408, 7.234], [-1.045, -1.097, 4.020], [-1.034, 1.038, 5.338], [-1.037, -3.332, 3.876], [-0.136, -4.375, 5.069], [0.721, -3.154, 4.127], [2.167, -2.011, 0.604], [0.799, -1.985, 1.197], [-0.181, -1.110, 0.418], [-1.550, -1.421, 0.872], [0.200, 0.377, 0.711], [-0.720, 1.101, 1.708], [-0.107, -1.323, -1.079], [-0.207, -2.814, -1.526], [-0.195, -2.737, -2.921], [0.169, -3.984, -3.540], [2.738, -2.432, 1.391], [2.562, -1.038, 0.303], [2.205, -2.708, -0.239], [0.884, -1.430, 2.149], [0.257, -2.939, 1.346], [-2.264, -0.657, 0.510], [-1.501, -1.402, 1.963], [-1.804, -2.459, 0.610], [0.122, 0.775, -0.248], [1.221, 0.440, 1.011], [-0.214, 2.022, 2.009], [-0.860, 0.516, 2.602], [-1.696, 1.217, 1.293], [0.812, -0.911, -1.536], [-0.966, -0.760, -1.387], [-1.167, -3.249, -1.200], [0.617, -3.477, -1.239], [0.606, -3.828, -4.554], [-0.752, -4.590, -3.610], [0.946, -4.383, -2.944], [6.012, 0.681, 6.815], [4.648, 1.148, 6.241], [4.758, 1.476, 4.794], [5.250, 0.319, 3.958], [3.409, 1.971, 4.261], [2.246, 0.947, 4.379], [5.732, 2.670, 4.583], [5.709, 3.478, 3.318], [4.622, 4.341, 3.144], [4.690, 5.532, 3.947], [6.193, -0.228, 6.345], [5.949, 0.570, 7.922], [6.850, 1.366, 6.637], [4.218, 1.970, 6.756], [3.948, 0.278, 6.298], [4.582, -0.595, 4.064], [6.210, -0.049, 4.244], [5.130, 0.571, 2.902], [3.569, 2.162, 3.206], [3.227, 2.824, 4.924], [2.528, 0.071, 3.833], [1.395, 1.439, 3.910], [1.980, 0.700, 5.409], [6.741, 2.315, 4.680], [5.494, 3.332, 5.374], [5.755, 2.957, 2.432], [6.677, 4.042, 3.339], [5.666, 6.038, 3.728], [4.651, 5.289, 4.977], [3.836, 6.168, 3.627], [-0.013, 8.966, -0.629], [1.324, 8.528, -0.224], [1.563, 8.272, 1.253], [2.934, 7.980, 1.427], [1.075, 9.302, 2.224], [1.971, 10.498, 2.202], [0.787, 7.022, 1.567], [0.571, 5.866, 0.608], [1.704, 5.300, 0.074], [2.360, 4.215, 0.849], [-0.777, 8.457, -0.134], [-0.118, 9.007, -1.707], [-0.135, 10.007, -0.386], [2.087, 9.208, -0.566], [1.553, 7.559, -0.647], [3.078, 7.002, 1.054], [3.161, 7.832, 2.503], [3.590, 8.631, 0.853], [1.087, 8.693, 3.154], [0.044, 9.485, 1.846], [1.555, 11.252, 2.836], [1.987, 10.893, 1.212], [2.980, 10.263, 2.517], [-0.192, 7.317, 1.957], [1.243, 6.566, 2.417], [0.056, 6.271, -0.273], [-0.066, 5.192, 1.220], [2.792, 3.575, 0.142], [1.639, 3.585, 1.398], [3.042, 4.508, 1.608], [4.078, -6.160, 1.618], [2.974, -7.221, 1.966], [1.569, -6.798, 1.656], [1.408, -5.330, 2.158], [1.343, -6.723, 0.114], [1.620, -7.928, -0.715], [0.594, -7.810, 2.265], [0.366, -7.920, 3.760], [1.562, -8.064, 4.494], [1.371, -8.297, 5.810], [5.035, -6.628, 1.789], [3.995, -5.314, 2.272], [3.958, -5.898, 0.595], [3.055, -7.357, 3.050], [3.096, -8.194, 1.477], [1.940, -4.674, 1.555], [1.735, -5.372, 3.189], [0.357, -5.110, 2.119], [1.966, -5.984, -0.305], [0.234, -6.571, -0.024], [2.696, -8.115, -0.692], [1.307, -7.715, -1.755], [1.141, -8.881, -0.412], [0.958, -8.824, 1.979], [-0.376, -7.770, 1.764], [-0.324, -8.722, 4.004], [-0.145, -7.033, 4.123], [2.336, -8.386, 6.290], [0.830, -9.233, 6.023], [0.761, -7.501, 6.288], [0.674, -2.222, -7.262], [1.973, -2.653, -6.867], [2.691, -1.538, -6.351], [4.164, -1.867, -6.419], [4.553, -3.032, -5.584], [3.988, -3.131, -4.680], [4.413, -3.897, -6.048], [5.937, -2.925, -5.120], [6.499, -4.258, -4.746], [6.393, -5.062, -5.890], [6.857, -6.372, -5.752], [0.395, -1.433, -6.576], [0.074, -3.072, -6.986], [0.617, -1.880, -8.280], [2.366, -1.390, -5.281], [2.491, -0.620, -6.896], [4.645, -1.037, -5.980], [4.520, -1.856, -7.462], [6.142, -2.186, -4.336], [6.622, -2.644, -5.948], [6.013, -4.732, -3.912], [7.567, -4.085, -4.488], [6.701, -6.927, -6.677], [6.243, -6.944, -5.067], [7.921, -6.426, -5.453], [4.280, 2.846, -6.476], [3.601, 3.065, -5.280], [3.137, 1.880, -4.734], [1.932, 1.960, -3.803], [1.989, 3.164, -2.890], [2.392, 2.829, -1.930], [2.560, 3.922, -3.273], [0.612, 3.855, -2.609], [0.313, 4.851, -3.748], [1.470, 5.632, -3.898], [1.057, 6.977, -4.047], [5.179, 2.218, -6.440], [4.549, 3.858, -6.831], [3.627, 2.349, -7.219], [3.911, 1.233, -4.307], [2.738, 1.190, -5.541], [1.993, 1.110, -3.112], [1.026, 1.968, -4.392], [0.899, 4.376, -1.672], [-0.128, 3.112, -2.501], [-0.554, 5.434, -3.457], [-0.105, 4.311, -4.663], [1.035, 7.403, -3.035], [0.055, 6.948, -4.502], [1.703, 7.455, -4.736], [0.627, 5.595, 5.022], [0.779, 4.393, 5.931], [0.332, 3.310, 5.522], [1.321, 4.666, 7.063], [1.412, 6.265, 5.350], [-0.330, 6.089, 5.145], [0.729, 5.237, 3.993], [-8.891, -0.206, -5.678], [-8.200, -1.447, -5.115], [-7.239, -1.170, -4.389], [-8.651, -2.551, -5.506], [-9.840, -0.469, -6.165], [-8.278, 0.197, -6.443], [-8.940, 0.423, -4.800], [4.673, -3.092, 5.427], [3.278, -2.531, 4.965], [2.813, -1.643, 5.695], [2.825, -3.028, 3.898], [4.844, -4.111, 4.999], [4.753, -3.243, 6.530], [5.457, -2.438, 5.109], [-2.943, 4.234, -1.411], [-2.838, 2.680, -1.713], [-1.835, 2.272, -2.427], [-3.702, 1.960, -1.248], [-3.516, 4.354, -0.450], [-3.628, 4.644, -2.140], [-1.956, 4.729, -1.362], [-4.449, 1.157, 3.582], [-4.158, -0.066, 2.660], [-3.240, -0.847, 3.071], [-4.840, -0.225, 1.612], [-5.105, 0.884, 4.462], [-4.867, 2.016, 3.048], [-3.458, 1.459, 4.093], [-1.662, 1.380, -7.585], [-0.577, 2.013, -6.705], [-0.796, 3.195, -6.408], [0.400, 1.329, -6.335], [-1.379, 0.935, -8.504], [-2.412, 2.092, -7.950], [-2.256, 0.714, -6.979], [-2.495, -6.470, -0.162], [-2.254, -5.996, 1.356], [-2.610, -6.753, 2.295], [-1.631, -4.859, 1.444], [-1.716, -6.029, -0.750], [-3.428, -6.001, -0.523], [-2.594, -7.572, -0.205], [5.007, -3.730, -1.602], [3.656, -4.249, -2.225], [3.423, -3.864, -3.381], [2.878, -4.918, -1.521], [5.247, -2.772, -2.036], [5.863, -4.432, -1.495], [4.763, -3.449, -0.560], [5.340, 0.953, -0.549], [3.882, 1.349, -0.080], [3.663, 1.355, 1.152], [3.060, 1.542, -1.031], [6.025, 0.908, 0.293], [5.743, 1.627, -1.318], [5.222, -0.001, -1.026]]}

***

{"formula": "C3H5NOS2", "method": "wB97M-V/def2-TZVPD", "e_tot_ha": -1043.60199, "smiles": "CC(=S)N(O)C=S", "lumo_ev": -1.2, "relative_energy_ev": 2.374, "fmax_ev_per_a": 3.25, "symbols": ["C", "C", "S", "N", "O", "C", "S", "H", "H", "H", "H", "H"], "positions_angstrom": [[0.188, 1.630, 0.002], [0.816, 0.262, 0.014], [2.460, -0.036, -0.001], [-0.062, -0.843, -0.019], [0.561, -2.090, 0.052], [-1.369, -1.031, -0.057], [-2.617, 0.060, 0.030], [0.970, 2.381, -0.052], [-0.353, 1.765, 0.938], [-0.488, 1.769, -0.835], [1.467, -1.785, 0.124], [-1.573, -2.082, -0.195]]}